1.
{"formula": "C6H12O2", "method": "ωB97M-V/def2-TZVPD", "symbols": ["C", "C", "C", "C", "C", "C", "O", "O", "H", "H", "H", "H", "H", "H", "H", "H", "H", "H", "H", "H"], "positions_angstrom": [[-0.884, -2.319, 1.181], [-1.132, -1.512, -0.094], [-1.021, 0.020, 0.044], [0.253, 0.518, 0.724], [1.359, 0.887, -0.296], [1.020, 2.104, -1.057], [-0.068, 2.526, -1.334], [2.175, 2.600, -1.615], [0.165, -2.344, 1.538], [-1.260, -3.323, 1.153], [-1.444, -1.864, 1.982], [-2.073, -1.915, -0.521], [-0.559, -1.776, -1.027], [-1.294, 0.301, -0.982], [-1.886, 0.489, 0.494], [0.096, 1.308, 1.460], [0.728, -0.222, 1.388], [1.369, 0.073, -1.111], [2.323, 1.030, 0.199], [2.131, 3.419, -2.126]], "nbo_charge": [-0.6186, -0.4068, -0.4289, -0.4031, -0.5115, 0.7969, -0.5808, -0.7214, 0.1989, 0.2122, 0.2041, 0.2129, 0.1937, 0.2312, 0.2123, 0.2168, 0.2122, 0.2434, 0.2375, 0.4989], "smiles": "CCCCCC(=O)O", "homo_lumo_gap_ev": 11.09, "lumo_energy_ev": 0.8, "relative_energy_ev": 1.027, "homo_energy_ev": -10.3125}

---

2.
{"formula": "C6H10", "method": "ωB97M-V/def2-TZVPD", "symbols": ["C", "C", "C", "C", "C", "C", "H", "H", "H", "H", "H", "H", "H", "H", "H", "H"], "positions_angstrom": [[0.506, 1.198, 1.498], [1.414, 1.048, 0.561], [1.713, 0.694, -0.655], [0.290, 0.176, -1.276], [-0.896, -0.141, -0.351], [-0.865, -1.417, 0.503], [-0.078, 2.110, 1.549], [0.366, 0.470, 2.287], [2.683, 0.752, -1.186], [0.480, -0.764, -1.809], [-0.081, 0.941, -1.979], [-1.418, -0.409, -1.292], [-1.513, 0.670, 0.066], [-0.538, -1.336, 1.547], [-1.869, -1.860, 0.520], [-0.194, -2.131, 0.016]], "nbo_charge": [-0.4787, 0.0745, -0.3081, -0.3852, -0.4138, -0.6138, 0.2143, 0.2143, 0.2353, 0.1998, 0.2080, 0.2183, 0.2147, 0.2044, 0.2108, 0.2053], "smiles": "C=C=CCCC", "homo_lumo_gap_ev": 10.45, "lumo_energy_ev": 1.2, "relative_energy_ev": 2.983, "homo_energy_ev": -9.2938}

---

3.
{"formula": "C13H21N2O3", "method": "ωB97M-V/def2-TZVPD", "symbols": ["C", "O", "C", "C", "C", "C", "C", "C", "C", "H", "H", "H", "H", "H", "H", "H", "H", "H", "C", "C", "C", "C", "O", "C", "N", "N", "O", "H", "H", "H", "H", "H", "H", "H", "H", "H", "H", "H", "H"], "positions_angstrom": [[2.104, -0.832, -2.533], [0.706, -0.482, -2.411], [-0.233, -1.380, -2.478], [-1.601, -1.005, -2.565], [-2.541, -2.063, -2.584], [-3.896, -1.782, -2.634], [-4.338, -0.447, -2.680], [-3.405, 0.606, -2.676], [-2.043, 0.351, -2.625], [2.617, 0.126, -2.604], [2.431, -1.382, -1.640], [2.283, -1.434, -3.433], [0.028, -2.444, -2.501], [-2.145, -3.084, -2.562], [-4.618, -2.607, -2.638], [-5.409, -0.239, -2.715], [-3.777, 1.636, -2.712], [-1.311, 1.160, -2.629], [0.748, 1.480, 3.834], [1.656, 1.518, 2.628], [1.169, 2.511, 1.597], [3.047, 1.889, 3.083], [1.809, 0.174, 2.042], [0.673, -0.402, 1.564], [0.965, -1.643, 1.099], [-0.082, -2.396, 0.514], [-0.453, 0.083, 1.564], [1.137, 0.762, 4.568], [0.717, 2.473, 4.304], [-0.272, 1.188, 3.561], [1.831, 2.511, 0.721], [0.150, 2.277, 1.268], [1.177, 3.522, 2.029], [3.753, 1.895, 2.249], [3.049, 2.884, 3.539], [3.416, 1.173, 3.822], [1.925, -1.961, 1.070], [-0.473, -2.944, 1.288], [-0.793, -1.688, 0.278]], "nbo_charge": [-0.2657, -0.4017, 0.4806, -0.2317, -0.0852, -0.2305, -0.0766, -0.2185, -0.0854, 0.2343, 0.2171, 0.2130, 0.2156, 0.2326, 0.2481, 0.2455, 0.2479, 0.2450, -0.6485, 0.2604, -0.6469, -0.6180, -0.5303, 0.8688, -0.4964, -0.6616, -0.6736, 0.2174, 0.2255, 0.2402, 0.2053, 0.2370, 0.2276, 0.2137, 0.2246, 0.2210, 0.4080, 0.3682, 0.3732], "total_charge": 1, "homo_lumo_gap_ev": 7.03, "lumo_energy_ev": -5.4, "relative_energy_ev": 0.000, "homo_energy_ev": -12.4109}

---

4.
{"formula": "C46H80BN6O10", "method": "ωB97M-V/def2-TZVPD", "symbols": ["C", "C", "C", "C", "N", "C", "C", "C", "C", "C", "C", "C", "H", "H", "H", "H", "H", "H", "H", "H", "H", "H", "H", "H", "H", "H", "H", "H", "H", "H", "H", "H", "H", "H", "H", "H", "C", "C", "C", "C", "N", "C", "C", "C", "C", "C", "C", "C", "H", "H", "H", "H", "H", "H", "H", "H", "H", "H", "H", "H", "H", "H", "H", "H", "H", "H", "H", "H", "H", "H", "H", "H", "O", "C", "O", "B", "O", "C", "O", "O", "C", "O", "C", "O", "O", "N", "C", "C", "C", "C", "H", "H", "H", "H", "H", "N", "C", "C", "C", "C", "H", "H", "H", "H", "H", "N", "C", "C", "C", "C", "H", "H", "H", "H", "H", "N", "C", "C", "C", "C", "H", "H", "H", "H", "H", "C", "C", "O", "H", "H", "H", "H", "H", "H", "C", "C", "O", "H", "H", "H", "H", "H", "H"], "positions_angstrom": [[-7.946, -3.041, 2.980], [-7.624, -4.420, 2.456], [-6.358, -4.307, 1.609], [-6.190, -5.511, 0.732], [-4.788, -5.526, 0.086], [-3.732, -5.848, 1.258], [-2.476, -6.518, 0.662], [-3.045, -7.135, -0.631], [-4.536, -6.817, -0.610], [-4.463, -4.230, -0.751], [-5.397, -4.008, -1.945], [-5.359, -2.775, -2.779], [-8.987, -3.092, 3.300], [-7.930, -2.310, 2.172], [-7.267, -2.678, 3.752], [-8.524, -4.752, 1.938], [-7.476, -5.134, 3.266], [-5.469, -4.140, 2.218], [-6.389, -3.501, 0.876], [-6.954, -5.594, -0.041], [-6.415, -6.361, 1.377], [-3.389, -4.968, 1.801], [-4.198, -6.372, 2.092], [-1.830, -5.700, 0.344], [-1.912, -7.133, 1.363], [-2.667, -6.723, -1.566], [-3.010, -8.223, -0.584], [-5.151, -6.875, -1.509], [-4.871, -7.662, -0.009], [-3.428, -4.439, -1.023], [-4.413, -3.365, -0.089], [-6.450, -4.113, -1.684], [-5.239, -4.844, -2.626], [-4.377, -2.322, -2.914], [-6.024, -2.061, -2.293], [-5.771, -2.895, -3.781], [-3.109, 6.860, 4.523], [-2.138, 8.006, 4.842], [-0.739, 7.833, 4.163], [-0.121, 6.332, 4.129], [1.236, 6.308, 3.339], [2.062, 4.989, 3.660], [3.449, 5.171, 3.221], [3.613, 6.757, 3.186], [2.322, 7.406, 3.722], [0.843, 6.446, 1.786], [-0.205, 5.408, 1.365], [-0.249, 5.237, -0.183], [-3.032, 6.518, 3.491], [-4.120, 7.059, 4.880], [-2.887, 5.999, 5.152], [-1.920, 7.849, 5.898], [-2.652, 8.961, 4.725], [0.056, 8.505, 4.485], [-0.946, 8.101, 3.127], [-0.693, 5.404, 4.128], [0.249, 6.254, 5.151], [1.484, 4.114, 3.362], [2.048, 4.848, 4.741], [3.456, 4.814, 2.191], [4.110, 4.603, 3.876], [3.784, 7.225, 2.216], [4.304, 7.077, 3.966], [2.013, 8.395, 3.382], [2.264, 7.504, 4.806], [1.751, 6.281, 1.205], [0.480, 7.470, 1.694], [-1.157, 5.723, 1.792], [-0.089, 4.428, 1.828], [0.682, 4.782, -0.522], [-0.376, 6.134, -0.790], [-1.047, 4.573, -0.515], [5.527, 0.816, -3.471], [4.591, 0.964, -2.703], [3.479, 0.199, -2.657], [2.555, 0.541, -1.570], [3.234, 1.745, -0.960], [4.427, 1.967, -1.497], [5.218, 2.897, -1.235], [2.361, -0.541, -0.548], [1.069, -0.891, -0.521], [0.518, -1.783, 0.123], [0.312, 0.084, -1.479], [1.232, 0.764, -2.146], [-0.931, 0.183, -1.620], [0.733, -1.142, -6.208], [1.756, -1.079, -7.075], [1.302, -1.070, -8.428], [-0.112, -1.303, -8.285], [-0.432, -1.325, -6.925], [0.700, -1.178, -5.199], [2.730, -0.978, -6.620], [1.879, -0.925, -9.329], [-0.718, -1.580, -9.135], [-1.370, -1.452, -6.405], [7.779, 5.357, -5.068], [6.829, 5.805, -5.984], [7.323, 6.978, -6.575], [8.552, 7.205, -6.022], [8.855, 6.197, -5.125], [7.822, 4.502, -4.532], [5.878, 5.296, -6.028], [6.915, 7.667, -7.301], [9.149, 8.073, -6.261], [9.675, 5.967, -4.462], [-5.589, 1.749, 0.245], [-6.039, 1.472, 1.563], [-6.897, 2.535, 1.917], [-6.966, 3.397, 0.857], [-6.117, 2.960, -0.146], [-4.787, 1.265, -0.131], [-5.786, 0.552, 2.069], [-7.403, 2.563, 2.870], [-7.566, 4.293, 0.808], [-5.851, 3.400, -1.095], [3.648, -2.506, 4.201], [4.905, -2.274, 3.784], [5.723, -3.239, 4.301], [4.942, -4.184, 5.078], [3.721, -3.453, 5.191], [2.856, -2.062, 3.758], [5.005, -1.549, 2.990], [6.793, -3.358, 4.218], [5.279, -5.123, 5.490], [2.861, -3.872, 5.693], [4.021, -4.880, -3.796], [2.514, -5.199, -4.170], [1.682, -5.002, -2.992], [4.357, -5.667, -3.121], [4.154, -3.944, -3.253], [4.801, -4.808, -4.553], [2.484, -6.243, -4.480], [2.416, -4.561, -5.049], [2.108, -5.455, -2.260], [5.952, -6.522, 1.071], [4.451, -6.900, 1.072], [3.627, -5.827, 0.543], [6.527, -6.844, 0.203], [6.446, -7.212, 1.755], [6.271, -5.504, 1.297], [4.106, -6.964, 2.104], [4.279, -7.833, 0.536], [3.565, -5.142, 1.212]], "lowdin_charge": [-0.1100, -0.2482, -0.2103, -0.1369, -0.1455, -0.0807, -0.1165, -0.1401, -0.1517, -0.0475, -0.2434, -0.0907, 0.0793, 0.0744, 0.0816, 0.1184, 0.1182, 0.1211, 0.1079, 0.1347, 0.1328, 0.1222, 0.1325, 0.1140, 0.1288, 0.1195, 0.1224, 0.1388, 0.1351, 0.1334, 0.1319, 0.1090, 0.1086, 0.0871, 0.0794, 0.0889, -0.1106, -0.2278, -0.1418, -0.0890, -0.1582, -0.1232, -0.1206, -0.1079, -0.0813, -0.0730, -0.2187, -0.0684, 0.0695, 0.0795, 0.0673, 0.0999, 0.1115, 0.0971, 0.0932, 0.1243, 0.1116, 0.1283, 0.1290, 0.1193, 0.1305, 0.1173, 0.1158, 0.1246, 0.1254, 0.1255, 0.1219, 0.0913, 0.1050, 0.0773, 0.0787, 0.0778, 0.1311, -0.3320, 0.1981, -0.8448, 0.1870, -0.3409, 0.0809, 0.2106, -0.3526, 0.0940, -0.3372, 0.2285, 0.0688, -0.0009, -0.1546, -0.0766, -0.1248, -0.1472, 0.1482, 0.1044, 0.0826, 0.0810, 0.0927, 0.0042, -0.1143, -0.1267, -0.1528, -0.1424, 0.1479, 0.0961, 0.0931, 0.0923, 0.1031, 0.0000, -0.1112, -0.1324, -0.1407, -0.1316, 0.1378, 0.0864, 0.0913, 0.0963, 0.1061, -0.0069, -0.1724, -0.1264, -0.0635, -0.1484, 0.1505, 0.1116, 0.0870, 0.0854, 0.0888, -0.0902, -0.2650, -0.0966, 0.0558, 0.0672, 0.0662, 0.0963, 0.0992, 0.0613, -0.0883, -0.2701, -0.1095, 0.0621, 0.0629, 0.0705, 0.0977, 0.1087, 0.0678], "total_charge": 1, "homo_lumo_gap_ev": 6.61, "lumo_energy_ev": -1.9, "relative_energy_ev": 6.084, "homo_energy_ev": -8.5329}